5 unconnected molecules or ions with the total composition C12H22BrClN4O5P2 in a non-equilibrium geometry. Source: OMol25; level of theory: ωB97M-V with the def2-TZVPD basis set.

Computed properties:
- Max |F|: 8.12 eV Å⁻¹
- Gap between HOMO and LUMO: 9.4 eV
- E_tot: -130139.41513 eV
- SMILES: CO[P@](=O)(OCCCBr)OP(O)Cl.CC#N.CC#N.CC#N.CC#N
- Total charge: 0

Last column: Mulliken charge in e.
Element x y z (Å)
C: -1.812 -4.217 -0.804  -0.6218
O: -0.782 -3.721 0.114  -0.1499
P: 0.517 -2.896 -0.693  0.8099
O: 1.583 -4.044 -1.086  -0.7103
O: 1.423 -1.829 0.391  -0.3695
C: 0.529 -1.047 1.250  -0.2837
C: 1.048 -0.900 2.821  -0.5562
C: -0.266 -0.351 3.686  -0.6422
Br: -1.089 1.308 2.920  -0.1441
O: 0.088 -2.146 -2.211  -0.3158
P: -0.691 -0.603 -1.988  0.7047
O: -0.675 0.187 -3.574  -0.5535
Cl: -2.752 -0.773 -1.496  -0.2497
H: -1.613 -5.317 -1.209  0.2595
H: -2.816 -4.290 -0.161  0.2285
H: -2.064 -3.523 -1.710  0.2531
H: -0.576 -1.425 1.312  0.4060
H: 0.463 0.042 0.764  0.2727
H: 1.385 -1.945 3.288  0.2794
H: 1.893 -0.106 2.970  0.2869
H: 0.147 -0.045 4.763  0.3635
H: -1.117 -1.163 3.736  0.3313
H: -0.664 1.183 -3.422  0.3141
C: 4.141 -0.001 -0.947  -0.7356
C: 3.334 1.230 -0.905  0.4148
N: 2.697 2.202 -0.871  -0.4278
H: 4.351 -0.382 0.058  0.2455
H: 3.631 -0.800 -1.496  0.1839
H: 5.106 0.164 -1.439  0.3346
C: -1.605 -6.299 2.723  -0.7229
C: -2.656 -6.262 1.692  0.4804
N: -3.486 -6.233 0.878  -0.4730
H: -2.028 -6.401 3.728  0.3070
H: -0.921 -7.141 2.573  0.2747
H: -1.000 -5.386 2.717  0.1759
C: 0.125 4.229 -2.657  -0.7479
C: -0.825 3.602 -1.723  0.3368
N: -1.576 3.106 -0.986  -0.4003
H: 0.645 5.076 -2.197  0.2149
H: 0.892 3.521 -2.989  0.2511
H: -0.378 4.606 -3.554  0.3454
C: -0.700 8.173 -0.311  -0.7830
C: 0.109 8.045 -1.534  0.3876
N: 0.749 7.943 -2.501  -0.4087
H: -1.769 8.061 -0.519  0.2617
H: -0.434 7.413 0.432  0.2690
H: -0.564 9.151 0.164  0.3032